An isolated molecule of C22H21N5O4 at a distorted geometry. Source: the OMol25 dataset; level of theory: ωB97M-V/def2-TZVPD.

* total energy: -38793.31946 eV
* energy above the lowest of the compared OMol25 structures with the same formula, charge and spin: 82.6 kcal/mol
* LUMO level: 0.7 eV

Structure (XYZ):
```
52
C22H21N5O4 ωB97M-V/def2-TZVPD
C 8.044 0.329 -1.750
H 7.887 -0.712 -1.450
O 7.044 0.769 -2.635
C 5.754 0.803 -2.199
C 5.332 0.407 -0.935
C 3.989 0.489 -0.588
C 3.063 0.959 -1.507
C 3.481 1.344 -2.770
C 4.813 1.269 -3.119
H 5.157 1.568 -4.096
H 2.761 1.710 -3.487
H 2.023 1.025 -1.229
C 3.527 0.055 0.779
N 2.508 -0.978 0.694
C 1.252 -0.667 1.066
O 0.949 0.440 1.487
C 0.182 -1.701 1.002
N 0.154 -2.793 0.279
O -1.039 -3.395 0.490
C -1.756 -2.664 1.361
C -1.036 -1.565 1.724
H -1.301 -0.770 2.387
C -3.112 -3.156 1.753
O -3.868 -2.187 2.429
C -4.301 -1.086 1.746
C -5.030 -0.164 2.499
C -5.531 0.981 1.921
C -5.309 1.226 0.569
C -4.583 0.312 -0.184
C -4.081 -0.837 0.396
H -3.517 -1.521 -0.218
H -4.420 0.517 -1.230
N -5.805 2.374 -0.057
C -6.435 3.453 0.464
N -6.734 4.305 -0.483
C -6.265 3.709 -1.599
N -5.700 2.549 -1.385
H -6.347 4.143 -2.574
H -6.650 3.593 1.502
H -6.096 1.674 2.524
H -5.193 -0.373 3.544
H -3.007 -3.982 2.467
H -3.637 -3.539 0.866
C 2.972 -2.235 0.165
H 2.151 -2.941 0.088
H 3.398 -2.076 -0.828
H 3.751 -2.639 0.818
H 3.077 0.902 1.306
H 4.369 -0.328 1.365
H 6.037 0.038 -0.207
H 8.099 0.961 -0.858
H 8.980 0.406 -2.302
```

How is the electron density shared among the atoms? According to Löwdin, the charges in e are: -0.092 0.095 -0.084 -0.270 0.020 -0.213 -0.038 -0.068 -0.009 0.116 0.106 0.115 -0.100 -0.084 -0.402 0.061 -0.159 0.101 0.037 -0.236 0.079 0.131 -0.114 -0.028 -0.266 0.006 -0.007 -0.192 0.003 0.000 0.115 0.107 -0.076 -0.137 0.076 -0.216 0.100 0.101 0.118 0.105 0.122 0.148 0.144 -0.026 0.061 0.098 0.097 0.130 0.129 0.106 0.096 0.093